A cluster of 2 separate species, F2HNS in total in a non-equilibrium geometry, computed with ωB97M-V/def2-TZVPD.

Structure (ORCA input):
```
! RIJCOSX wB97M-V def2-TZVPD def2/J DEFGRID3
* xyz 0 1
N 0.817 -1.407 0.752
F -0.335 -1.524 0.046
F 2.045 0.063 -2.728
S 3.145 0.243 -1.505
H 0.598 -1.776 1.723
*
```

relative energy (zero: lowest compared OMol25 entry of this formula, charge and spin)	422.1	kJ/mol
highest occupied orbital energy (spin up / spin down)	-9.5 / -9.9	eV